Formula: CaH18O9
Source: the OMol25 dataset
Level of theory: ωB97M-V with the def2-TZVPD basis set

```
28
Properties=species:S:1:pos:R:3:forces:R:3:nbo_charge:R:1
Ca 0.21546 0.05309 0.12178 -0.6167 -0.2784 -0.4270 1.833
O -0.10928 2.23248 1.34476 1.5899 -1.0198 0.7133 -0.991
O 1.74782 0.90580 -1.82998 0.5882 -0.7589 1.6760 -0.975
O 1.86498 -1.77831 -0.65628 -0.3271 0.1773 -0.3605 -0.995
O -0.70032 -1.06013 -2.01445 -0.0936 -0.1597 -0.6775 -0.992
O -0.73335 1.90837 -1.24266 1.1271 -0.0709 1.3896 -0.973
O 2.29252 0.64649 1.22305 0.6425 0.3954 -0.5250 -1.001
O -2.38585 0.33506 0.30792 1.0675 1.1106 -0.1787 -0.979
O -0.96048 -2.45659 0.38658 -0.2958 0.8614 0.3458 -0.976
O -0.54456 -0.42669 2.52507 0.0364 -0.7544 0.0421 -0.979
H 1.84691 0.09949 -2.33639 -0.0076 0.1076 -0.5598 0.497
H -2.66119 1.23972 0.54108 -0.0602 -0.5766 -0.2897 0.500
H -1.64844 -2.71990 0.99613 -0.5679 0.2718 0.4050 0.490
H 2.78333 -1.48242 -0.74151 -0.1059 -0.3892 -0.0461 0.506
H -1.16557 2.18047 -2.01647 -1.4897 0.2217 -1.8623 0.504
H -0.90063 2.70786 1.53227 -0.9151 0.7540 0.2515 0.499
H -3.05884 -0.24762 0.61149 -1.0291 -0.6556 0.3674 0.495
H 0.37120 2.14491 2.20257 -0.4553 0.3126 -0.8702 0.512
H -0.74059 -0.99273 -2.97983 0.3790 0.4025 0.0654 0.503
H 3.13633 1.04976 0.95141 -0.5257 0.1870 -0.4616 0.520
H -0.61726 -1.35920 2.77598 0.5856 -0.0672 -0.0856 0.498
H -0.06418 2.59114 -1.14935 0.1012 0.4286 0.5041 0.489
H -1.45308 -1.63983 -1.87385 -0.2217 -0.2159 0.6230 0.505
H 2.57934 0.22921 2.02318 -0.0914 -0.6882 1.1331 0.505
H 1.28488 1.56423 -2.31747 -0.3438 0.4289 -1.0920 0.494
H -1.34716 -0.10317 2.93582 -0.2508 0.7409 0.0539 0.500
H -0.66609 -3.31222 0.12412 0.9067 -1.0754 -0.7004 0.500
H 1.63411 -2.30927 -1.44500 0.3732 0.3100 0.5661 0.509
```
Positions in Å, forces in eV/Å.

highest occupied orbital energy = -18.737 eV
calculated total energy = -37149.0539 eV
LUMO level = -6.214 eV
maximum force = 2.4 eV Å⁻¹
Kohn-Sham gap = 0.460 Eh
2S+1 = 1
total charge = +2

=====

Formula: CaH8NO7
Source: the OMol25 dataset
Level of theory: ωB97M-V with the def2-TZVPD basis set

```
17
Properties=species:S:1:pos:R:3:forces:R:3:nbo_charge:R:1
Ca 2.35199 -1.96974 -3.17554 -0.5562 1.4692 0.9679 1.926
O 1.70591 -0.16087 -2.06762 1.2581 -1.0646 -3.0498 -0.774
O 1.36061 -0.05389 0.03611 1.4394 0.8658 -0.3348 -0.416
O 3.67557 -0.01938 1.42980 0.4208 -0.3055 0.2209 -0.935
O 0.29097 1.05422 2.51422 0.1386 0.1035 0.2485 -0.934
O -3.03738 1.71911 -0.14723 0.0362 0.2928 -0.0350 -0.930
O -2.69747 -1.67459 -0.23432 -0.0121 -0.1555 0.1390 -0.939
O -0.34144 -0.07860 -1.15486 2.0581 0.7860 -2.5901 -0.442
N 0.91832 -0.00388 -1.09480 -4.6292 -2.1554 4.5405 0.724
H 0.61078 0.90492 1.62447 -0.0486 0.0061 -0.1219 0.464
H -0.60230 0.71031 2.50904 -0.2374 -0.0392 0.0493 0.465
H -3.07988 1.03244 0.51828 -0.0541 -0.2418 0.2015 0.474
H -3.34914 -1.58308 -0.92945 -0.3127 -0.0341 -0.1186 0.468
H 2.79516 -0.02214 1.05418 0.0054 0.0985 0.0660 0.474
H -2.95139 1.24612 -0.97495 0.0139 -0.0685 -0.1658 0.457
H -1.90023 -1.29220 -0.60092 0.2838 0.2349 0.0254 0.469
H 4.24992 0.19124 0.69360 0.1960 0.2077 -0.0430 0.448
```
Positions in Å, forces in eV/Å.

highest occupied orbital energy = -12.729 eV
calculated total energy = -34379.2633 eV
LUMO level = -7.669 eV
maximum force = 6.8 eV Å⁻¹
Kohn-Sham gap = 0.186 Eh
2S+1 = 1
total charge = +1

=====

Formula: CdF16N2O8P2S4
Source: the OMol25 dataset
Level of theory: ωB97M-V with the def2-TZVPD basis set

```
33
Properties=species:S:1:pos:R:3:forces:R:3:nbo_charge:R:1
Cd -16.17064 -11.64281 -0.72070 -1.0799 -0.4144 -0.6854 1.813
S -15.34950 -14.50824 1.18276 7.6376 -0.2900 -0.5941 2.319
S -17.48751 -13.64746 1.27410 -9.1418 4.6173 2.5462 2.362
S -17.12852 -8.43306 -0.57288 -2.0682 0.4008 -8.5761 2.344
S -16.70217 -9.28382 1.43159 3.0354 -3.0915 11.2376 2.375
P -13.55403 -11.59355 -2.13068 2.5092 0.2545 -0.5684 2.589
P -18.64817 -12.13141 -3.00632 -1.5757 2.1318 -1.4096 2.597
F -19.39770 -13.08851 -1.93611 0.8878 0.2370 -0.6304 -0.571
F -14.99856 -10.77556 -2.17202 1.1194 0.7582 -3.8459 -0.611
F -18.28111 -13.33599 -3.99919 -0.9193 -0.1181 0.0291 -0.577
F -18.32094 -12.41981 0.69426 -0.7549 1.2359 -0.9663 -0.541
F -17.93258 -11.07243 -4.06536 -0.3037 -0.8619 0.5617 -0.593
F -13.15441 -11.50614 -3.74913 -0.9126 -0.0825 2.4125 -0.561
F -17.16640 -12.42617 -2.35675 -0.0620 -0.7921 -0.2980 -0.635
F -14.27458 -14.55190 -0.05595 -0.9947 0.1385 1.2572 -0.497
F -12.83048 -10.12423 -1.87911 -0.6371 -1.4979 -0.3125 -0.575
F -16.81355 -8.99519 -2.11551 0.0624 1.4209 1.5647 -0.512
F -16.09345 -10.61462 2.06585 0.1284 -1.1514 0.5110 -0.537
F -18.79019 -10.85404 -1.98186 -0.0728 -1.0506 -0.1677 -0.589
F -14.25892 -13.03772 -2.34566 -0.4151 0.9086 -0.8177 -0.575
F -20.10189 -11.79859 -3.70688 1.0617 -0.5068 0.3978 -0.587
F -14.02405 -11.69888 -0.58798 1.3135 -0.0198 2.5546 -0.627
F -12.23679 -12.36932 -1.61725 0.4157 0.5095 -1.2988 -0.576
O -17.98013 -9.27129 2.11435 0.7106 1.0769 -1.7854 -0.851
O -18.43190 -14.67074 0.87696 2.3072 -0.3572 0.9528 -0.846
O -16.37522 -7.21195 -0.42487 -0.4194 -1.7568 0.1458 -0.827
O -15.63705 -8.40348 1.91144 -1.9886 0.2073 -1.5851 -0.870
O -15.82206 -15.86459 1.19516 -1.0291 1.2489 -0.1399 -0.845
O -14.50679 -14.13444 2.34260 -2.5771 0.0289 -2.7171 -0.849
O -18.56547 -8.37710 -0.62266 1.3261 0.3059 0.9601 -0.845
O -17.42645 -13.09706 2.64181 0.9989 -3.0188 -1.4193 -0.850
N -16.28944 -13.25096 0.39035 3.0866 -7.0283 3.5002 -1.211
N -16.57637 -9.88747 0.03717 -1.6484 6.5570 -0.8135 -1.239
```
Positions in Å, forces in eV/Å.

highest occupied orbital energy = -6.057 eV
calculated total energy = -129331.9707 eV
LUMO level = 3.442 eV
maximum force = 12.0 eV Å⁻¹
Kohn-Sham gap = 0.349 Eh
2S+1 = 1
total charge = -2

=====

Formula: Cl2H2N2S2
Source: the OMol25 dataset
Level of theory: ωB97M-V with the def2-TZVPD basis set

```
8
Properties=species:S:1:pos:R:3:forces:R:3:nbo_charge:R:1
Cl 0.53827 -2.50879 -1.33262 -0.0805 -0.0546 0.0725 -0.267
Cl 0.52884 2.88371 0.68244 -0.0463 0.0194 0.0446 -0.265
S -0.00689 -0.53492 2.46174 1.0038 -0.4441 1.9184 0.160
S -2.10103 0.20498 -1.06787 -1.0438 0.4511 -1.8902 0.138
N -0.86578 -0.31048 1.21752 -0.7552 1.3730 -4.2775 -0.151
N -1.16445 0.01618 0.13383 0.7674 -1.3532 4.2381 -0.149
H 1.47292 2.51700 -0.09560 0.0469 -0.0189 -0.0464 0.267
H 1.59811 -2.26768 -1.99944 0.1076 0.0272 -0.0595 0.267
```
Positions in Å, forces in eV/Å.

highest occupied orbital energy = -8.409 eV
calculated total energy = -49725.3397 eV
LUMO level = -0.760 eV
maximum force = 4.6 eV Å⁻¹
SMILES = S=NN=S.Cl.Cl
Kohn-Sham gap = 0.281 Eh
2S+1 = 1
total charge = 0

=====

Formula: Cl2H2NO3P
Source: the OMol25 dataset
Level of theory: ωB97M-V with the def2-TZVPD basis set

```
9
Properties=species:S:1:pos:R:3:forces:R:3:nbo_charge:R:1
Cl 2.25689 1.18138 1.61731 -0.2884 -0.0086 -0.4407 0.341
Cl 1.04862 -0.19953 -2.65291 -0.1700 0.2067 0.4137 0.256
P -0.06664 0.30805 0.13783 1.6819 -0.8824 -2.4114 2.424
O 0.93404 0.19835 1.34542 0.1213 -1.3330 1.2767 -0.842
O 0.72250 -0.79792 -1.11890 -1.2068 1.3192 2.2086 -0.821
O -0.18906 1.66629 -0.34529 -0.6965 0.2886 -0.5454 -1.055
N -1.45129 -0.52653 0.57197 0.8218 0.3627 -1.8347 -1.158
H -1.94460 -0.28593 -0.37202 0.1807 -1.4468 2.2007 0.423
H -1.31045 -1.54416 0.81659 -0.4441 1.4936 -0.8675 0.433
```
Positions in Å, forces in eV/Å.

highest occupied orbital energy = -10.348 eV
calculated total energy = -41996.9714 eV
LUMO level = -0.958 eV
maximum force = 3.1 eV Å⁻¹
SMILES = NP(=O)(OCl)OCl
Kohn-Sham gap = 0.345 Eh
2S+1 = 1
total charge = 0

=====

Formula: Cl2H2NOP
Source: the OMol25 dataset
Level of theory: ωB97M-V with the def2-TZVPD basis set

```
7
Properties=species:S:1:pos:R:3:forces:R:3:nbo_charge:R:1
Cl -1.23115 1.33780 -1.10442 0.2098 0.5610 -0.4228 -0.217
Cl 1.06197 1.60859 1.14022 0.0594 -0.0364 -0.2094 -0.209
P -0.29078 0.36854 0.34444 -5.7844 -2.2272 4.4234 1.698
O -1.56544 0.03604 1.54519 6.2633 0.8929 -5.2795 -0.938
N 0.45629 -0.86147 -0.51745 0.0068 -0.1607 0.8082 -1.207
H 0.98592 -0.73898 -1.40656 -0.7563 0.0182 1.3417 0.438
H 0.58318 -1.75053 -0.00142 0.0013 0.9523 -0.6615 0.435
```
Positions in Å, forces in eV/Å.

highest occupied orbital energy = -9.927 eV
calculated total energy = -37904.4959 eV
LUMO level = 0.188 eV
maximum force = 8.2 eV Å⁻¹
SMILES = NP(=O)(Cl)Cl
Kohn-Sham gap = 0.372 Eh
2S+1 = 1
total charge = 0

=====

Formula: Cl2H2NOP
Source: the OMol25 dataset
Level of theory: ωB97M-V with the def2-TZVPD basis set

```
7
Properties=species:S:1:pos:R:3:forces:R:3:nbo_charge:R:1
Cl -1.03835 -0.37464 1.99690 -0.4898 -0.3665 0.2428 -0.194
Cl -1.12132 2.18459 0.16584 0.2413 -1.4473 0.0173 -0.295
P -0.30577 0.22845 0.27427 -0.5529 1.1759 -1.6678 1.851
O -0.85245 -0.58871 -0.98617 0.4417 0.4362 -0.1734 -0.968
N 1.18241 0.12955 0.01028 1.5239 0.2011 1.0065 -1.324
H 0.05002 -0.65893 -1.46083 -1.7465 -0.1966 0.6238 0.541
H 1.75089 0.29675 0.82461 0.5822 0.1973 -0.0491 0.390
```
Positions in Å, forces in eV/Å.

highest occupied orbital energy = -10.181 eV
calculated total energy = -37905.2828 eV
LUMO level = 0.144 eV
maximum force = 2.1 eV Å⁻¹
SMILES = N=P(O)(Cl)Cl
Kohn-Sham gap = 0.379 Eh
2S+1 = 1
total charge = 0

=====

Formula: Cl2H2NP
Source: the OMol25 dataset
Level of theory: ωB97M-V with the def2-TZVPD basis set

```
6
Properties=species:S:1:pos:R:3:forces:R:3:nbo_charge:R:1
Cl 3.68767 1.44413 -0.23285 0.3032 0.3816 0.1076 -0.326
Cl -2.01754 1.54824 0.04611 0.8720 0.4083 -0.6031 -0.283
P 3.18326 -0.43631 0.37694 -0.0156 -0.1818 -0.0596 1.071
N 1.67708 -0.44498 0.10022 -0.6787 -0.6471 -0.5102 -1.144
H -0.98880 2.00727 -0.64038 -0.8462 -0.4427 0.6191 0.283
H 1.15341 -1.33003 0.09177 0.3653 0.4816 0.4462 0.399
```
Positions in Å, forces in eV/Å.

highest occupied orbital energy = -10.143 eV
calculated total energy = -35856.4127 eV
LUMO level = -0.514 eV
maximum force = 1.1 eV Å⁻¹
SMILES = [H]/N=P/Cl.Cl
Kohn-Sham gap = 0.354 Eh
2S+1 = 1
total charge = 0

=====

Formula: Cl2H2NP
Source: the OMol25 dataset
Level of theory: ωB97M-V with the def2-TZVPD basis set

```
6
Properties=species:S:1:pos:R:3:forces:R:3:nbo_charge:R:1
Cl -1.05293 1.58258 -0.84583 -0.1821 0.2859 -0.0011 -0.165
Cl 1.24785 -0.63216 -2.56229 -0.8135 0.0671 0.8702 -0.809
P -1.27430 -0.17334 0.00224 1.9179 -0.3361 -0.1979 1.200
N 0.02705 -0.19595 1.00642 -1.0167 -0.0218 -0.6118 -1.103
H 0.78444 0.46369 0.89978 0.1624 0.0538 -0.0833 0.444
H 0.26789 -1.04482 1.49969 -0.0679 -0.0490 0.0239 0.433
```
Positions in Å, forces in eV/Å.

highest occupied orbital energy (spin up / spin down) = -7.883 / -8.159 eV
calculated total energy = -35855.3159 eV
LUMO level (spin up / spin down) = -2.843 / -2.634 eV
maximum force = 2.0 eV Å⁻¹
Kohn-Sham gap (spin up / spin down) = 0.185 / 0.203 Eh
2S+1 = 1
total charge = 0

=====

Formula: Cl2H2OSi
Source: the OMol25 dataset
Level of theory: ωB97M-V with the def2-TZVPD basis set

```
6
Properties=species:S:1:pos:R:3:forces:R:3:nbo_charge:R:1
Cl 1.67878 -1.73211 1.68163 -0.6385 2.2516 -1.1551 -0.672
Cl 2.15238 1.88128 -0.17805 -0.1444 0.3025 0.6140 -0.313
Si 0.67968 0.61177 0.28844 1.6425 -3.3869 0.5691 1.679
O 0.25320 -0.16704 -1.02909 -0.1605 0.0192 -1.0614 -1.089
H 0.82738 -0.18114 -1.81081 -0.2506 -0.0878 0.3601 0.528
H -0.42031 0.50934 1.18169 -0.4485 0.9013 0.6734 -0.133
```
Positions in Å, forces in eV/Å.

highest occupied orbital energy = -9.407 eV
calculated total energy = -35003.9185 eV
LUMO level = -0.569 eV
maximum force = 3.8 eV Å⁻¹
Kohn-Sham gap = 0.325 Eh
2S+1 = 1
total charge = 0